C23H28Cl2N6O3 | the ωB97M-V functional and the def2-TZVPD basis

Calculated values
* E: -64429.20920 eV
* SMILES: O=C(Cl)CN(Cl)C(=O)O.c1cc[nH]c1.c1cc[nH]c1.c1cc[nH]c1.c1cc[nH]c1.c1cc[nH]c1
* net charge: 0
* HOMO: -8.024 eV

CARTESIAN COORDINATES (ANGSTROEM)
O1 -2.58837 -4.35956 1.01153
C1 -2.59719 -4.76250 -0.17173
Cl1 -4.15728 -5.49077 -0.83285
C2 -1.24195 -4.63804 -1.04025
N1 -1.46871 -4.32762 -2.48430
Cl2 0.04371 -4.73786 -3.26560
C3 -1.62705 -2.87994 -2.73997
O2 -1.65107 -2.49617 -3.94143
O3 -1.70620 -1.86904 -1.74201
H1 -0.57782 -3.86745 -0.49365
H2 -0.67310 -5.64143 -0.96661
H3 -0.78980 -1.46969 -1.73149
C4 1.03339 1.69385 0.82390
C5 0.69311 2.00047 -0.51753
C6 1.35009 1.10225 -1.32231
N2 2.07845 0.26728 -0.51625
C7 1.88648 0.61818 0.79389
H4 0.69121 2.20285 1.71323
H5 0.03906 2.79080 -0.85663
H6 1.36359 0.98580 -2.39578
H7 2.66320 -0.48729 -0.83708
H8 2.37344 0.07438 1.58907
C8 -3.07054 6.44542 0.43193
C9 -3.41134 5.07017 0.39868
C10 -2.25552 4.35694 0.60730
N3 -1.22886 5.25102 0.76060
C11 -1.71800 6.52655 0.66039
H9 -3.74024 7.28295 0.30425
H10 -4.39312 4.64863 0.24041
H11 -2.07524 3.29339 0.65853
H12 -0.26455 5.00813 0.92269
H13 -1.06330 7.37909 0.75850
C12 -1.71888 3.69653 -5.10357
C13 -3.02511 4.24210 -5.05410
C14 -3.24503 4.66106 -3.76434
N4 -2.12204 4.38449 -3.03273
C15 -1.18446 3.80122 -3.84240
H14 -1.22384 3.27513 -5.96608
H15 -3.72679 4.32039 -5.87144
H16 -4.10224 5.12977 -3.30525
H17 -2.00363 4.58060 -2.04953
H18 -0.22075 3.51029 -3.45196
C16 1.24300 -9.57185 1.57230
C17 -0.07965 -9.08975 1.73344
C18 -0.05774 -7.73973 1.48193
N5 1.23221 -7.38882 1.18002
C19 2.02987 -8.50092 1.22736
H19 1.58150 -10.59008 1.69417
H20 -0.95177 -9.66693 2.00288
H21 -0.84314 -6.99839 1.49332
H22 1.54486 -6.45810 0.95732
H23 3.08585 -8.43372 1.01389
C20 3.80311 2.85494 5.10312
C21 3.46260 3.16186 3.76206
C22 4.12002 2.26431 2.95709
N6 4.84865 1.42978 3.76228
C23 4.65679 1.77968 5.07263
H24 3.46058 3.36361 5.99208
H25 2.80833 3.95172 3.42344
H26 4.13341 2.14841 1.88407
H27 5.43363 0.67589 3.44112
H28 5.14415 1.23573 5.86745

Forces on the atoms, in the same order (eV/Å):
0.0 -1.9 -5.0
0.4 1.7 3.9
1.9 0.7 0.2
-0.1 -0.7 1.1
0.6 1.7 1.9
-0.2 -0.2 -0.3
0.1 2.7 -5.2
-0.1 -1.9 4.9
1.4 -2.3 -0.4
-1.3 -1.1 -0.8
-1.3 1.4 -0.2
-1.4 -0.3 0.0
0.1 -0.1 0.1
0.0 -0.1 -0.2
0.0 0.0 -0.2
-0.1 0.0 0.1
0.0 0.0 0.1
0.1 -0.1 0.0
0.0 -0.1 0.0
0.0 0.1 0.1
-0.1 0.2 0.1
-0.1 0.1 0.0
0.2 0.2 0.0
0.0 -0.2 0.0
0.0 -0.2 -0.1
0.0 0.1 0.0
0.0 0.1 0.0
0.1 -0.1 0.0
0.1 0.0 0.0
-0.1 0.1 0.0
-0.2 0.0 0.0
-0.1 -0.1 0.0
0.2 -0.1 0.1
-0.2 0.1 0.1
0.0 0.0 0.1
0.1 0.0 -0.1
0.0 0.0 0.0
0.0 0.0 0.1
0.1 0.0 0.1
0.1 -0.1 -0.1
-0.1 0.0 -0.1
-0.1 0.0 -0.1
0.2 0.0 -0.1
-0.2 0.2 0.0
-0.1 0.0 0.0
0.0 0.0 -0.1
0.1 0.0 0.0
0.0 0.1 0.0
0.1 0.1 0.0
0.0 -0.1 0.1
0.0 -0.2 0.1
-0.1 0.0 0.0
0.1 -0.2 0.2
0.0 -0.1 -0.3
0.0 0.0 -0.1
-0.1 0.0 0.0
0.0 0.0 0.1
0.0 -0.1 -0.1
0.1 -0.1 0.0
0.0 0.1 0.1
-0.1 0.2 0.1
-0.1 0.1 -0.1

=====

C25H70N2O11 | the ωB97M-V functional and the def2-TZVPD basis

Calculated values
* E: -52557.93574 eV
* SMILES: CC1(C)CCCC(C)(C)N1O.CC1(C)CCCC(C)(C)N1O.CO.CO.CO.CO.CO.CO.CO.O.O
* net charge: 0
* HOMO: -8.517 eV
* energy above the lowest of the compared OMol25 structures with the same formula, charge and spin: 0.0 kcal/mol

CARTESIAN COORDINATES (ANGSTROEM)
C1 -5.97570 4.26629 0.90637
C2 -4.52357 4.48356 1.24984
C3 -3.80201 4.54485 -0.14136
C4 -4.36869 5.78117 2.06781
C5 -3.00333 5.95288 2.77951
C6 -2.71434 4.73950 3.66379
C7 -2.77683 3.42078 2.89239
C8 -1.60650 3.35106 1.90318
C9 -2.74701 2.16963 3.81063
N1 -4.06498 3.36619 2.11376
O1 -4.21566 2.17589 1.35332
H1 -6.16810 3.30531 0.44556
H2 -6.52273 4.36957 1.85791
H3 -6.29838 5.06062 0.22862
H4 -4.10258 5.44766 -0.59475
H5 -2.72853 4.70128 -0.06997
H6 -4.08700 3.68907 -0.78695
H7 -4.63309 6.64759 1.43891
H8 -5.13670 5.80000 2.82593
H9 -2.28859 6.00802 2.00855
H10 -2.99203 6.89857 3.34251
H11 -3.43717 4.75854 4.47935
H12 -1.69694 4.81346 4.07945
H13 -0.63638 3.15160 2.34680
H14 -1.48960 4.25028 1.32048
H15 -1.77775 2.49014 1.20949
H16 -3.69119 2.15830 4.34525
H17 -1.93667 2.26846 4.55369
H18 -2.69901 1.25007 3.19603
H19 -3.48359 2.17232 0.64481
C10 -0.08163 -1.07811 -2.36828
C11 -1.51802 -1.33039 -2.77960
C12 -1.97476 -0.24838 -3.76018
C13 -1.58705 -2.71469 -3.44374
C14 -3.04727 -3.13687 -3.62440
C15 -3.86361 -3.06912 -2.32476
C16 -3.79437 -1.73171 -1.57775
C17 -4.67509 -0.75727 -2.39450
C18 -4.24577 -1.93864 -0.14896
N2 -2.35477 -1.33061 -1.48165
O2 -2.36966 0.04132 -1.01054
H20 0.15062 -1.62352 -1.48023
H21 0.61073 -1.28909 -3.18555
H22 0.09771 -0.04889 -2.11683
H23 -1.87216 0.76561 -3.32644
H24 -1.17901 -0.35794 -4.52172
H25 -2.95813 -0.48390 -4.18662
H26 -0.97896 -2.73824 -4.36983
H27 -1.15303 -3.53569 -2.81824
H28 -3.46280 -2.60025 -4.46601
H29 -2.94492 -4.14936 -4.03062
H30 -3.57559 -3.86786 -1.60647
H31 -4.95382 -3.16024 -2.50108
H32 -4.57666 -0.92566 -3.45057
H33 -4.50964 0.34097 -2.26481
H34 -5.64417 -0.98156 -2.05515
H35 -3.52620 -2.58811 0.26909
H36 -5.25338 -2.34594 -0.04633
H37 -4.22334 -1.02453 0.44122
H38 -2.16634 -0.01566 -0.06279
C19 8.25987 -1.98366 2.22541
O3 7.22561 -1.79687 1.23445
H39 8.40066 -1.22224 2.97551
H40 8.05712 -2.93317 2.86574
H41 9.23521 -2.16503 1.75074
H42 6.46836 -1.56744 1.83645
C20 7.51535 -2.84718 -1.95812
O4 6.26788 -2.53380 -1.26831
H43 8.19099 -2.00393 -2.06543
H44 8.02902 -3.64345 -1.41470
H45 7.24311 -3.22220 -2.92815
H46 6.44971 -2.27534 -0.37366
C21 -0.17704 -3.71848 0.43997
O5 -0.87578 -2.46236 0.53526
H47 -0.94883 -4.52066 0.50793
H48 0.38585 -3.77927 -0.48512
H49 0.58693 -3.81437 1.19835
H50 -1.30922 -2.15802 -0.33713
C22 5.10787 0.22236 2.84373
O6 4.99285 -1.20356 2.74683
H51 4.68344 0.75311 1.98106
H52 4.45780 0.47798 3.67590
H53 6.18124 0.44434 3.00298
H54 4.07545 -1.41349 2.55213
C23 2.31061 -0.11305 0.40376
O7 2.48148 -1.09983 1.39901
H55 1.64214 -0.49355 -0.35712
H56 1.97506 0.81674 0.85374
H57 3.30963 0.07315 -0.01793
H58 1.61435 -1.19492 1.81731
C24 3.88711 1.76258 -3.51797
O8 3.40366 1.88261 -2.20896
H59 4.04693 2.74025 -4.01388
H60 4.93647 1.35169 -3.58407
H61 3.17855 1.08933 -4.09142
H62 2.53250 2.36362 -2.15943
C25 4.08196 -4.56618 0.62106
O9 3.00935 -4.39101 -0.37613
H63 4.88172 -3.84378 0.47079
H64 3.74865 -4.35894 1.61354
H65 4.43330 -5.58184 0.52734
H66 3.18547 -3.54850 -0.81551
O10 -0.27923 -1.11002 2.77791
H67 -0.70067 -1.63384 2.07641
H68 -0.63209 -1.36086 3.62035
O11 3.63817 -1.94502 -1.81265
H69 3.47381 -1.03078 -1.75795
H70 4.57335 -2.00939 -1.78758

Forces on the atoms, in the same order (eV/Å):
-0.6 0.6 1.0
1.4 -0.1 -0.4
0.4 -0.5 1.0
0.1 0.3 0.0
-1.4 -0.3 0.0
0.0 0.2 0.0
0.0 -0.6 -1.2
0.1 -1.0 -0.4
-0.2 0.7 -0.4
-0.7 0.1 0.2
1.8 -0.1 -0.7
0.0 -0.1 0.0
-0.2 -0.3 -0.5
-0.1 0.0 0.0
-0.8 1.0 -0.8
0.1 -0.6 0.0
0.4 0.5 0.4
0.4 -0.2 0.0
-0.4 -0.3 0.4
1.3 0.3 -0.8
0.1 -0.4 -0.1
0.0 -0.3 0.2
-0.3 0.0 0.1
0.0 -0.1 0.5
0.0 0.2 -0.2
0.3 0.7 0.4
-0.2 -0.1 0.2
-0.1 -0.3 -0.5
0.3 0.5 0.5
-1.5 0.1 1.3
0.0 0.5 -0.4
-0.5 0.2 0.9
1.1 -0.4 -0.3
-0.4 -0.6 1.1
0.7 -0.7 -0.7
-0.3 -0.4 0.3
0.9 0.5 -1.2
1.2 1.2 0.6
-0.7 0.9 -0.1
0.3 0.3 -0.8
0.4 -0.3 0.1
0.5 -0.7 0.3
0.0 -0.4 0.1
-0.2 0.7 0.1
-0.4 -0.6 -0.2
-0.6 0.5 -0.2
0.6 0.5 0.0
-0.6 0.2 0.3
0.1 0.9 0.0
-0.5 0.5 0.0
-0.6 -0.2 0.4
0.0 0.3 -0.6
0.6 -0.5 -0.2
-0.3 -0.3 -0.3
0.1 -1.0 0.3
-1.6 -0.1 0.0
0.6 -1.0 0.8
0.1 -0.1 -0.2
-0.1 0.2 -0.1
0.1 -0.2 -0.3
0.2 -2.8 0.3
0.4 0.6 2.2
-0.4 0.9 -0.1
0.2 1.3 -1.1
-0.4 0.2 -0.1
-0.2 -0.3 -1.0
-1.0 -0.2 1.2
0.6 -0.3 -1.9
-0.1 0.3 0.1
0.1 0.0 0.0
-0.1 -0.1 -0.4
0.7 0.2 1.0
-1.2 0.1 -0.6
0.1 0.3 -0.4
0.8 0.2 0.0
-0.1 -0.2 -0.3
-0.1 0.1 0.5
0.2 -0.7 1.1
-0.5 -0.6 0.3
0.9 0.2 -0.2
0.5 -0.2 -0.1
0.4 0.7 0.4
-0.8 0.1 0.0
-0.4 0.0 -0.5
1.1 -0.1 0.1
-0.2 -0.2 0.5
-0.2 0.3 -0.3
-0.3 0.3 -0.1
-0.4 0.0 0.0
-0.1 -0.2 0.3
0.2 -0.4 -1.6
-0.8 0.6 1.1
-0.7 -0.3 0.1
-1.2 -0.1 0.8
1.0 0.8 0.1
1.5 -0.8 -0.5
-0.9 0.6 -1.6
1.1 -0.2 1.2
0.2 -0.2 -0.4
-0.7 -0.1 0.8
0.3 -0.2 0.1
-0.1 0.2 -0.1
0.6 0.6 -0.5
-0.1 -0.3 -0.2
-0.3 -0.3 0.5
-1.4 -1.4 -0.3
-0.6 1.8 0.1
2.0 -0.5 0.1

=====

C22H32PdS2Sb | the ωB97M-V functional and the def2-TZVPD basis

Calculated values
* E: -55023.37309 eV
* net charge: -1
* HOMO: -3.637 eV
* energy above the lowest of the compared OMol25 structures with the same formula, charge and spin: 11.3 kcal/mol

CARTESIAN COORDINATES (ANGSTROEM)
Pd1 1.24090 1.30629 -2.02465
S1 -0.66302 0.98063 -3.21351
C1 -1.81986 2.02252 -2.40260
C2 -3.15879 1.98991 -2.80069
C3 -4.10933 2.79274 -2.19210
C4 -3.73140 3.64468 -1.16048
C5 -2.40774 3.68438 -0.75422
C6 -1.43562 2.88793 -1.36500
S2 0.22741 2.97991 -0.81377
H1 -3.44470 1.31437 -3.59924
H2 -5.14295 2.74863 -2.51522
H3 -4.46789 4.27077 -0.67014
H4 -2.10248 4.33879 0.05430
C7 -2.38650 -2.66633 2.17074
C8 -2.61974 -1.34576 1.44629
C9 -3.36806 -0.35216 2.33408
Sb1 -0.96766 -0.22796 0.47796
C10 0.20893 0.25638 2.26827
C11 1.64199 0.57179 1.84835
C12 0.19720 -0.70792 3.44879
C13 0.14408 -1.92922 -0.33008
C14 0.78458 -2.93200 0.62053
C15 -0.76073 -2.60295 -1.36141
H5 -3.33674 -3.06648 2.54991
H6 -1.72003 -2.55711 3.02701
H7 -1.95514 -3.42492 1.51708
H8 -3.25883 -1.55127 0.57970
H9 -2.77913 -0.08060 3.21452
H10 -4.31378 -0.77416 2.69559
H11 -3.59983 0.57226 1.79887
H12 -0.26061 1.19381 2.58617
H13 2.15331 -0.31932 1.47705
H14 2.22277 0.94755 2.70023
H15 1.67668 1.32126 1.05786
H16 0.58725 -1.69053 3.17723
H17 -0.80112 -0.84913 3.86249
H18 0.83307 -0.31778 4.25419
H19 0.94217 -1.43374 -0.89273
H20 0.05398 -3.41562 1.27157
H21 1.53516 -2.46102 1.25633
H22 1.28755 -3.72563 0.05188
H23 -1.63082 -3.07757 -0.90006
H24 -0.21543 -3.38315 -1.90608
H25 -1.12101 -1.87593 -2.09409
C16 2.35727 0.14435 -3.37307
C17 3.24915 0.34272 -2.27228
C18 3.54084 1.66763 -1.84323
C19 4.26515 1.88421 -0.65001
C20 4.67958 0.83499 0.12199
C21 4.36867 -0.48474 -0.27491
C22 3.66325 -0.72681 -1.41683
H26 2.09035 -0.87775 -3.61887
H27 2.43805 0.80322 -4.23165
H28 3.37946 2.50082 -2.51812
H29 4.48989 2.90202 -0.35522
H30 5.22742 1.00837 1.03928
H31 4.68269 -1.31494 0.34750
H32 3.41016 -1.74041 -1.70548

Forces on the atoms, in the same order (eV/Å):
0.2 0.0 -0.6
0.0 -0.2 0.1
-0.1 0.1 0.1
0.0 0.0 0.0
0.0 0.0 0.0
0.0 0.0 0.0
0.0 0.0 0.0
0.0 -0.1 -0.1
0.0 0.2 0.3
0.0 0.0 0.0
0.0 0.0 0.0
0.0 0.0 0.0
0.0 0.0 0.0
0.0 0.0 0.0
0.0 0.0 -0.1
0.0 0.0 0.0
-0.2 -0.2 0.2
0.0 0.0 0.0
0.0 0.0 0.0
0.0 0.0 0.0
0.1 0.0 -0.1
0.0 0.0 0.0
0.0 0.0 0.0
0.0 0.0 0.0
0.0 0.0 0.0
-0.1 0.0 0.0
0.0 0.0 0.0
0.0 0.0 0.0
0.0 0.0 0.0
0.0 0.0 0.0
0.0 0.0 0.0
0.0 0.0 0.0
0.0 0.0 0.0
0.0 0.0 0.0
0.0 0.0 0.0
0.0 0.0 0.0
0.0 0.0 0.0
0.0 0.1 0.0
0.1 0.0 0.0
0.0 0.0 0.0
0.0 0.0 0.0
0.0 0.0 0.1
0.0 0.0 0.0
0.0 0.0 0.0
0.1 0.1 -0.1
0.1 -0.1 0.2
0.0 0.0 0.0
0.0 0.0 0.0
0.0 0.0 0.0
0.0 0.0 0.0
0.0 0.1 0.0
-0.1 0.0 0.1
0.0 0.0 0.0
0.1 0.0 0.0
0.0 0.0 0.0
0.0 0.0 0.0
0.0 0.0 0.0
0.0 0.0 0.0